No. 1
166
Properties=species:S:1:pos:R:3:forces:R:3 method="wB97M-V/def2-TZVPD" e_tot_ev=-168158.2025 largest_force_ev_per_a=1.01 homo_ev=-9.809 charge=+1
C 2.8791 6.5486 1.9497 0.2 0.0 0.0
O 1.5223 6.4729 1.5787 0.0 -0.1 0.1
C 0.8626 7.7255 1.6244 0.0 0.0 0.0
C -0.6330 7.4665 1.6442 0.1 -0.1 -0.2
C -1.1630 6.8376 0.3532 -0.1 -0.1 0.0
C -0.7852 7.5891 -0.9327 0.1 -0.2 -0.1
C -1.8369 7.5090 -2.0547 0.0 0.1 0.0
C -1.5241 6.4616 -3.1227 -0.1 -0.2 0.0
C -1.2784 5.0910 -2.5008 0.1 0.2 -0.1
N -1.1321 4.0539 -3.5281 0.9 -0.1 0.5
C 0.1630 4.0226 -4.2581 -0.3 -0.3 0.1
C -0.0915 2.8229 -5.1732 0.2 0.3 -0.1
C -1.1360 3.1121 -6.2691 0.1 0.0 -0.2
C -0.8564 4.3148 -7.1933 -0.1 0.1 0.0
C -0.5207 3.9538 -8.6414 0.1 0.0 0.0
F -1.5480 4.3468 -9.4904 0.0 -0.1 0.1
P 1.5641 2.3045 -5.7937 0.0 -0.4 0.2
N 2.5453 1.9291 -4.6758 -0.2 0.3 -0.3
O 1.9971 3.5288 -6.7344 -0.1 0.0 0.0
O 1.1639 1.1468 -6.8339 0.2 0.0 0.1
N -0.6641 1.8942 -4.1311 -0.3 0.3 -0.2
O -1.5743 1.0115 -4.7562 -0.1 0.0 0.5
C -1.4702 -0.4248 -4.5247 0.2 -0.1 -0.2
C -0.0893 -1.0927 -4.3868 -0.1 -0.3 0.0
C 0.0374 -2.1705 -5.4760 -0.1 0.2 -0.2
C 0.1285 -1.6720 -2.9517 0.1 0.1 -0.2
C 0.9966 -0.7474 -2.0796 -0.2 0.0 0.0
C 0.7466 -3.0689 -2.9070 -0.2 0.0 0.4
C -1.2941 2.7558 -3.2128 -0.1 -0.3 -0.1
N -1.8623 2.3649 -2.1011 -0.5 0.0 -0.2
C -1.9587 1.0043 -1.5911 0.1 0.0 0.0
C -2.0973 1.0017 -0.0766 -0.1 0.0 0.0
C -3.4153 1.5632 0.4311 0.0 0.1 0.0
Br -0.6021 1.9854 0.7116 0.0 0.0 0.0
H 2.9915 7.0023 2.9436 0.0 0.0 -0.1
H 3.4729 7.1340 1.2370 -0.1 0.0 0.0
H 3.2721 5.5330 1.9872 0.0 0.0 -0.1
H 1.1630 8.3301 0.7569 0.0 0.0 0.1
H 1.1605 8.2818 2.5236 0.0 -0.1 0.0
H -1.1684 8.3985 1.8478 0.1 0.0 0.0
H -0.8214 6.7718 2.4677 -0.1 0.2 0.1
H -2.2559 6.7855 0.4216 0.1 0.0 0.1
H -0.8032 5.8038 0.3087 0.0 0.0 0.0
H 0.1508 7.1677 -1.3188 0.1 0.3 0.1
H -0.5765 8.6373 -0.7054 -0.1 0.0 0.0
H -1.9127 8.4809 -2.5470 0.0 -0.1 0.0
H -2.8258 7.3019 -1.6307 0.1 0.0 0.0
H -2.3575 6.3654 -3.8257 0.0 0.1 0.0
H -0.6512 6.7730 -3.7058 0.0 0.0 0.1
H -2.1331 4.8521 -1.8623 0.0 0.1 -0.1
H -0.3704 5.0943 -1.8856 -0.1 0.0 0.1
H 0.9325 3.7148 -3.5386 0.2 0.3 -0.1
H 0.4401 4.9610 -4.7256 -0.3 0.0 -0.1
H -1.2401 2.2100 -6.8744 -0.1 0.1 0.1
H -2.0934 3.2732 -5.7730 0.1 -0.1 0.0
H -1.7617 4.9243 -7.2425 0.1 0.0 0.0
H -0.0750 4.9689 -6.8057 -0.1 -0.1 0.1
H 0.3828 4.4667 -8.9883 -0.1 0.0 0.0
H -0.3896 2.8744 -8.7732 0.0 0.0 0.0
H 3.4226 2.4362 -4.6911 0.1 -0.3 0.1
H 1.8570 3.3674 -7.6772 0.1 0.0 0.1
H 1.8495 0.4586 -6.8133 -0.2 0.0 -0.1
H -2.1008 -0.7146 -3.6878 -0.1 0.2 0.2
H -1.9793 -0.7721 -5.4269 0.1 0.0 0.0
H 0.6960 -0.3636 -4.5758 0.0 0.3 0.0
H -0.6273 -3.0161 -5.2818 0.1 0.0 0.0
H -0.2428 -1.7582 -6.4505 0.1 0.0 0.0
H 1.0643 -2.5331 -5.5503 -0.1 -0.1 0.1
H -0.8607 -1.7743 -2.4879 0.0 0.1 0.0
H 2.0460 -1.0325 -2.1782 0.0 0.1 0.0
H 0.9235 0.3013 -2.3652 0.0 0.1 -0.1
H 0.7169 -0.8327 -1.0261 0.1 -0.1 0.0
H 0.0529 -3.8463 -3.2403 0.1 0.1 -0.1
H 0.9381 -3.2533 -1.8479 0.1 -0.2 -0.1
H 1.6753 -3.1406 -3.4741 0.0 0.0 0.1
H -2.2136 3.0936 -1.4953 0.1 0.0 0.0
H -1.0388 0.5004 -1.8730 -0.1 -0.2 -0.1
H -2.8262 0.5045 -2.0253 0.0 -0.1 0.0
H -1.9674 -0.0279 0.2562 0.0 0.1 0.0
H -3.6474 2.5411 -0.0026 0.0 0.0 0.0
H -4.2300 0.8810 0.1736 0.0 0.0 0.0
H -3.3916 1.6961 1.5114 0.0 -0.1 0.0
C 1.2500 -3.4163 1.2450 0.0 0.0 0.1
O 0.4068 -3.1813 0.3882 -0.1 0.2 0.0
N 1.1806 -4.4498 2.0905 0.1 0.0 0.0
C 2.1834 -4.7109 3.1096 0.0 0.0 0.0
C 0.0373 -5.3344 1.9590 0.0 0.0 0.0
H 2.1426 -2.7857 1.3858 0.0 0.0 0.0
H 2.6440 -5.6877 2.9699 0.0 0.0 0.0
H 1.7337 -4.6768 4.1034 0.0 0.0 0.0
H 2.9612 -3.9514 3.0529 0.0 0.0 0.0
H 0.0104 -5.7782 0.9630 0.0 0.0 0.0
H -0.8800 -4.7644 2.0964 0.0 -0.1 0.1
H 0.0927 -6.1210 2.7066 0.0 0.0 0.0
C -3.6965 -5.1400 1.1572 0.0 0.1 0.0
O -4.0183 -6.2003 1.6539 0.0 0.0 0.0
N -4.5551 -4.1995 0.7119 0.0 0.1 -0.1
C -4.0777 -2.9495 0.1668 0.0 -0.1 0.0
C -5.9876 -4.4518 0.7912 0.1 0.0 0.0
H -2.6440 -4.8375 1.0301 0.0 0.0 -0.1
H -4.4463 -2.1015 0.7523 0.0 0.0 0.0
H -4.4066 -2.8213 -0.8681 0.0 0.0 0.0
H -2.9872 -2.9411 0.1875 0.0 0.0 0.0
H -6.2842 -4.6422 1.8219 0.0 0.0 0.0
H -6.2713 -5.3276 0.2108 0.0 0.0 0.0
H -6.5171 -3.5776 0.4181 0.0 0.0 0.0
C 4.2425 -8.5385 3.1303 0.0 0.0 0.0
O 4.1333 -7.3690 3.4522 0.0 0.0 0.0
N 4.3613 -8.9654 1.8594 0.0 0.0 0.0
C 4.4944 -10.3681 1.5263 0.0 0.0 0.0
C 4.3568 -7.9762 0.7958 0.0 0.0 0.0
H 4.2556 -9.3562 3.8683 0.0 0.0 0.0
H 5.4358 -10.5582 1.0075 0.0 0.0 0.0
H 3.6726 -10.6975 0.8878 0.0 0.0 0.0
H 4.4791 -10.9582 2.4406 0.0 0.0 0.0
H 5.1778 -7.2700 0.9217 0.0 0.0 0.0
H 3.4246 -7.4094 0.7981 0.0 0.0 0.0
H 4.4634 -8.4863 -0.1586 0.0 0.0 0.0
C -8.5401 -7.2383 2.3706 0.1 -0.1 0.1
O -7.9166 -6.9364 1.3704 -0.1 0.1 -0.1
N -7.9612 -7.6342 3.5198 0.0 0.0 0.0
C -8.7308 -7.9855 4.6926 0.0 0.0 0.0
C -6.5081 -7.7155 3.5608 0.0 0.0 0.0
H -9.6417 -7.2185 2.4180 0.0 0.0 0.0
H -8.4764 -7.3398 5.5356 0.0 0.0 0.0
H -8.5484 -9.0217 4.9844 0.0 0.0 0.0
H -9.7915 -7.8698 4.4764 0.0 0.0 0.0
H -6.0527 -6.7490 3.3484 0.0 0.0 0.0
H -6.1389 -8.4127 2.8093 0.0 0.0 0.0
H -6.2055 -8.0519 4.5500 0.0 0.0 0.0
C 3.1932 5.3878 6.2510 0.0 0.0 0.0
O 3.8994 5.4395 7.2376 0.0 0.1 0.0
N 2.6036 4.2618 5.8014 0.0 0.0 0.0
C 1.7709 4.2469 4.6195 0.0 0.0 0.1
C 2.8216 3.0307 6.5430 0.0 0.0 0.0
H 2.9690 6.2728 5.6302 0.0 0.0 0.0
H 0.7561 3.9236 4.8617 0.0 0.0 0.0
H 2.1824 3.5717 3.8655 0.0 0.0 0.0
H 1.7227 5.2488 4.1967 0.0 0.0 0.0
H 2.4688 3.1316 7.5694 0.0 0.0 0.0
H 3.8831 2.7856 6.5787 0.0 0.0 0.0
H 2.2803 2.2248 6.0524 0.0 0.0 0.0
C 2.7923 -4.9253 -5.7922 0.0 -0.1 0.1
O 3.1668 -4.2989 -4.8171 0.0 0.1 -0.1
N 2.6484 -6.2621 -5.8206 0.0 0.0 0.0
C 2.2006 -6.9683 -7.0027 0.0 0.0 0.0
C 2.9571 -7.0116 -4.6140 0.0 0.0 0.0
H 2.5323 -4.4419 -6.7493 0.0 0.0 0.0
H 1.2748 -7.5116 -6.8050 0.0 0.0 0.0
H 2.9553 -7.6804 -7.3410 0.0 0.0 0.0
H 2.0182 -6.2527 -7.8025 0.0 0.0 0.0
H 2.3242 -6.6865 -3.7878 0.0 0.0 0.0
H 3.9958 -6.8561 -4.3216 0.0 0.0 0.0
H 2.7889 -8.0686 -4.8051 0.0 0.0 0.0
C 4.3562 6.7715 12.6849 0.0 0.0 0.0
O 3.9609 5.6719 13.0179 0.0 0.0 0.0
N 4.3578 7.2280 11.4163 0.0 0.0 0.0
C 4.8365 8.5479 11.0746 0.0 0.0 0.0
C 3.8610 6.3549 10.3652 0.0 0.0 0.1
H 4.7539 7.5036 13.4088 0.0 0.0 0.0
H 4.0465 9.1442 10.6123 0.0 0.0 0.0
H 5.6770 8.4922 10.3795 0.0 0.0 0.0
H 5.1684 9.0567 11.9782 0.0 0.0 0.0
H 2.8235 6.0798 10.5593 0.0 0.0 0.0
H 4.4462 5.4370 10.3211 0.0 0.0 0.0
H 3.9301 6.8602 9.4064 0.0 0.0 0.0

No. 2
166
Properties=species:S:1:pos:R:3:forces:R:3 method="wB97M-V/def2-TZVPD" e_tot_ev=-94531.2856 largest_force_ev_per_a=5.85 homo_ev=-17.295 charge=+4
Hg -3.0479 -0.7079 -1.8625 -1.9 0.8 -0.5
C -1.8020 -6.8440 -0.3493 -0.6 0.0 -1.3
C -0.3399 -6.6526 -0.5921 2.4 -1.1 -0.3
C 0.0862 -6.1573 -2.0150 0.1 0.2 2.2
N 1.5929 -5.6998 -2.0194 -0.1 2.1 0.5
C 1.9412 -4.5921 -0.9141 0.2 0.1 -1.3
C 1.2826 -3.1858 -1.0948 -0.7 -1.4 0.2
C 1.4787 -2.5801 -2.4889 0.2 -0.7 0.5
C 1.0687 -3.6327 -3.5371 0.9 0.2 -0.2
C 1.8509 -4.9467 -3.3940 -0.4 -1.3 1.6
C 2.6580 -6.8214 -1.8255 -1.6 0.1 -0.7
H -2.2585 -7.5573 -1.0355 0.2 -0.3 0.0
H -2.2800 -5.9145 -0.6583 -0.5 0.2 0.8
H -2.0415 -7.2008 0.6524 0.0 0.4 -0.1
H 0.2701 -7.5332 -0.3906 -0.4 -0.6 0.0
H 0.0771 -5.9834 0.1605 -0.2 0.6 -0.1
H -0.6304 -5.3421 -2.1145 0.8 0.6 -0.8
H -0.0577 -6.8576 -2.8378 0.2 -0.1 0.2
H 1.8244 -5.0350 0.0750 -0.3 0.1 -0.2
H 3.0036 -4.3863 -1.0441 0.2 -0.6 -0.2
H 0.2225 -3.3213 -0.8802 -0.3 0.3 -0.1
H 1.6658 -2.5689 -0.2819 0.1 0.1 -0.1
H 0.9774 -1.6160 -2.5751 -0.6 -0.3 -0.1
H 2.5183 -2.2879 -2.6371 0.3 -0.4 0.0
H -0.0077 -3.7989 -3.5800 0.1 0.0 0.1
H 1.3778 -3.2633 -4.5149 -0.2 0.0 -0.2
H 1.5797 -5.7290 -4.1029 0.1 0.4 -0.4
H 2.9347 -4.8363 -3.3606 -0.1 0.4 -0.4
H 3.6480 -6.3866 -1.9630 -0.2 0.0 0.2
H 2.4854 -7.5869 -2.5819 0.0 0.2 -0.2
H 2.5074 -7.3436 -0.8806 0.1 0.5 0.2
C 2.7131 5.5984 -0.5379 -0.3 -0.6 -0.4
C 1.5775 6.2680 0.2003 -0.7 0.6 -0.1
C 0.1656 5.6449 -0.1447 1.2 1.2 1.6
N -0.9393 6.5655 0.4138 -0.6 0.3 -1.3
C -0.8686 6.7335 1.9253 -0.8 -1.6 0.9
C -1.2066 5.3752 2.6689 0.0 1.4 -0.7
C -2.6107 4.8687 2.2734 1.1 1.0 0.2
C -2.6810 4.6710 0.7715 0.2 -0.2 -0.3
C -2.3009 5.9664 -0.0789 -0.1 -1.7 2.0
C -0.8609 7.9692 -0.2714 0.9 -1.6 0.8
H 2.6748 5.7744 -1.6129 -0.1 0.0 -0.1
H 2.5595 4.5328 -0.3673 0.3 -0.3 -0.2
H 3.7283 5.8436 -0.2258 -0.3 0.3 0.3
H 1.5200 7.3369 -0.0057 0.2 0.0 -0.4
H 1.8215 6.2737 1.2626 -0.4 -0.5 0.2
H 0.0690 4.6637 0.3200 -0.2 0.1 -0.1
H 0.0197 5.5455 -1.2203 0.0 0.2 0.1
H 0.0871 7.1249 2.2740 0.1 0.0 -0.7
H -1.6135 7.4733 2.2183 -0.1 0.0 -0.3
H -0.4147 4.6500 2.4816 -0.1 -0.2 -0.3
H -1.1390 5.5385 3.7444 -0.2 0.3 0.0
H -2.7177 3.9490 2.8485 -0.7 0.0 -0.3
H -3.3400 5.6341 2.5384 -0.1 -0.2 0.5
H -2.0948 3.7657 0.6133 0.7 0.3 -0.8
H -3.6623 4.2880 0.4915 -0.3 0.6 -0.2
H -2.2556 5.7131 -1.1381 0.5 0.2 0.1
H -3.0922 6.7071 0.0365 0.2 0.1 0.3
H -1.8297 8.4552 -0.1557 0.2 -0.1 -0.4
H -0.5092 7.6971 -1.2665 -0.6 0.7 -0.3
H -0.0625 8.5412 0.2014 -0.3 0.1 0.1
C 4.4898 -2.7936 1.3223 0.1 0.5 -0.1
C 4.0627 -1.9234 2.5295 0.3 -0.7 -0.7
C 4.4369 -0.4380 2.3639 0.2 -0.9 0.2
N 3.9008 0.4339 3.4510 -1.2 3.2 0.9
C 4.2133 1.9886 3.1083 1.0 -0.1 -0.9
C 3.4745 2.5981 1.8869 -0.4 -2.0 0.7
C 2.0146 2.2996 2.0840 -1.7 -0.7 -1.9
C 1.6249 0.7970 2.4026 0.7 1.6 1.4
C 2.4065 0.3942 3.6325 -0.1 -1.4 -0.8
C 4.3756 0.1168 4.8849 1.0 0.0 -1.8
H 3.7680 -2.7108 0.5097 0.2 0.4 -0.3
H 4.5258 -3.8622 1.5342 0.0 0.1 0.5
H 5.4921 -2.5040 1.0068 -0.1 -0.1 -0.3
H 4.5712 -2.4093 3.3623 -0.3 0.4 0.4
H 2.9803 -2.0454 2.5704 0.0 0.1 0.6
H 4.0950 -0.0943 1.3877 -0.3 0.3 0.2
H 5.5163 -0.2860 2.3652 0.1 -0.2 0.1
H 5.2720 2.0466 2.8556 0.2 -0.3 0.7
H 3.9703 2.6079 3.9717 0.1 -0.5 0.3
H 3.7673 2.1410 0.9417 0.5 -0.1 0.1
H 3.5746 3.6736 1.7405 0.6 -0.1 0.6
H 1.5894 2.4712 1.0952 -0.5 0.3 0.0
H 1.5786 3.0701 2.7200 -0.3 -0.5 0.5
H 1.7797 0.0954 1.5829 0.1 0.3 -0.2
H 0.5973 0.6807 2.7468 -0.2 0.4 -0.6
H 2.1986 -0.6482 3.8738 -0.2 0.1 0.3
H 2.1512 0.9988 4.5028 0.1 0.1 -0.2
H 5.4424 0.3396 4.8613 0.0 -0.1 0.6
H 4.1895 -0.9489 5.0178 0.1 0.2 0.3
H 3.8115 0.7269 5.5903 0.3 -0.1 -0.2
C -4.2016 3.4256 -6.3566 0.5 0.5 -1.2
C -2.8093 3.0636 -5.8832 0.9 0.0 0.8
C -1.8553 4.2986 -5.9200 0.3 -1.6 -0.2
N -0.3732 4.0120 -5.3942 -0.3 2.4 -0.7
C -0.4281 3.8459 -3.8146 2.2 -1.5 -2.3
C 0.9414 3.1658 -3.3639 -0.9 -0.1 0.6
C 1.4584 1.9734 -4.2090 0.8 1.7 -1.3
C 1.7211 2.5775 -5.6458 -0.6 -1.0 0.8
C 0.3602 2.9003 -6.2172 -0.5 0.1 0.2
C 0.4464 5.3345 -5.6485 0.6 -0.4 0.4
H -4.0720 3.9408 -7.3084 -0.2 0.1 -0.3
H -4.7203 4.1501 -5.7288 -0.1 -0.5 0.3
H -4.7548 2.5238 -6.6188 -0.3 0.2 0.5
H -2.3741 2.2736 -6.4953 -0.1 0.1 -0.4
H -2.8810 2.5743 -4.9118 0.1 0.3 0.4
H -2.2658 5.1656 -5.4023 0.3 -0.1 0.3
H -1.8029 4.5432 -6.9809 0.5 0.3 0.1
H -1.2594 3.1724 -3.6063 0.0 0.3 0.1
H -0.5591 4.8773 -3.4871 -0.1 -0.4 0.4
H 0.7856 2.8636 -2.3283 -0.1 -0.1 0.1
H 1.7685 3.8745 -3.3236 -0.2 0.3 -0.2
H 0.8272 1.0920 -4.3226 -0.4 0.2 0.2
H 2.4194 1.6216 -3.8340 -0.1 0.1 0.4
H 2.2227 1.8347 -6.2662 -0.3 -0.1 -0.2
H 2.3709 3.4507 -5.7041 0.1 -0.1 0.5
H -0.2624 2.0057 -6.2291 -0.1 0.1 0.3
H 0.4467 3.1997 -7.2617 -0.3 0.6 0.1
H 0.6620 5.5892 -6.6861 -0.7 -0.6 -0.2
H 1.4389 5.2415 -5.2077 -0.1 -0.4 0.2
H 0.0557 6.2405 -5.1852 -0.8 -0.4 0.1
C -0.1722 -6.0252 6.6884 0.8 -0.4 -1.4
C -0.6946 -4.6238 6.3198 -0.3 -1.0 1.8
C -0.4041 -4.1710 4.9408 -0.7 -0.1 -1.7
N -1.4580 -4.6023 3.8160 2.0 -0.1 0.7
C -2.8955 -4.2320 4.2030 0.8 -0.9 -1.2
C -3.0417 -2.7749 4.2430 0.0 1.1 0.6
C -2.5981 -2.1039 2.9652 -0.3 0.8 -0.8
C -1.1590 -2.3459 2.4970 -0.7 -1.3 1.0
C -0.9779 -3.8901 2.4997 -0.4 0.2 0.0
C -1.3511 -6.1135 3.5498 -0.4 1.0 -0.3
H -0.5295 -6.8216 6.0357 -0.6 0.1 0.0
H -0.2307 -6.4368 7.6960 -0.3 0.8 0.1
H 0.8737 -6.0111 6.3816 0.4 -0.1 0.5
H -0.1702 -3.9127 6.9581 -0.1 0.1 0.2
H -1.7476 -4.5387 6.5884 0.0 0.2 -0.1
H 0.5396 -4.5502 4.5487 0.0 -0.2 0.1
H -0.3157 -3.0847 4.9248 -0.4 -0.1 -0.3
H -3.2287 -4.7505 5.1020 0.5 -0.1 0.0
H -3.5266 -4.5601 3.3770 0.1 -0.5 -0.1
H -2.5567 -2.3288 5.1112 -0.2 0.0 0.2
H -4.1251 -2.6687 4.2983 0.0 0.6 0.4
H -2.7597 -1.0279 3.0303 -0.1 0.0 0.0
H -3.3074 -2.4643 2.2202 0.2 0.1 -0.4
H -0.4675 -1.8553 3.1820 0.2 -0.1 0.2
H -0.9573 -1.8847 1.5302 -0.2 -0.4 -0.2
H 0.0408 -4.1937 2.2586 0.3 -0.2 0.7
H -1.5520 -4.3673 1.7055 -0.5 0.3 0.0
H -0.3199 -6.4661 3.5322 0.0 0.4 0.0
H -1.7906 -6.1855 2.5549 -0.1 -0.6 0.2
H -1.8958 -6.7075 4.2838 -0.1 0.4 -0.1
B -5.7971 0.2560 -2.2013 -5.6 0.6 1.4
F -6.9457 -0.5552 -1.9212 1.9 0.0 0.0
F -4.8972 -0.3852 -2.9934 2.5 -1.9 -2.7
F -6.3073 1.3495 -2.8226 0.6 1.2 -0.7
F -5.0789 0.5788 -1.0762 1.0 0.3 1.4
B -1.3047 0.7893 -0.3132 -0.2 1.6 3.8
F -1.1029 -0.4173 -0.8837 1.6 -2.4 -1.4
F -1.3583 0.6622 1.0857 0.6 -0.3 0.2
F -0.3934 1.6967 -0.6763 1.8 1.3 -0.8
F -2.5463 1.1948 -0.6777 -2.1 1.1 -1.2
B -3.6009 -2.8148 -0.5412 -2.9 -1.9 2.6
F -4.0509 -2.7576 -1.8252 -0.6 -0.2 -2.3
F -4.1945 -1.7676 0.1707 -0.2 0.3 0.2
F -3.8539 -4.0550 0.0144 0.3 0.1 0.1
F -2.2874 -2.5226 -0.5576 3.6 -0.2 0.0

Question: The highest charge belongs to which entry?
Answer: C45H100B3F12HgN5

Question: What is the charge in the second record?
Answer: +4